Here is a cluster of 16 separate species, C8H28B2O30 in total from the OMol25 dataset. Energies are from ωB97M-V with the def2-TZVPD basis set.

Structure (XYZ):
```
68
Properties=species:S:1:pos:R:3
O -0.80541 -2.37645 -4.74252
O 4.68613 0.97999 3.19265
O 1.25288 -2.23553 -3.68856
O 2.51596 3.11077 4.00003
O 0.27025 2.89478 0.50781
O 4.55125 -1.00079 -0.75425
O -2.38739 1.45722 2.62241
O -1.10298 -1.59081 4.32929
O -0.90969 0.50358 -3.97019
O 1.08030 -0.05437 -3.11031
O 3.27444 -0.90865 -3.93752
O 2.10231 5.28354 1.79047
O -0.46220 -5.04189 -2.85026
O -4.11457 -4.79513 -1.46690
O -1.86259 -3.23131 -1.55917
O 2.03623 4.52018 -1.88949
O -0.64936 -1.35113 -1.03073
O 2.60401 1.20153 1.14172
O 2.55405 -1.49628 -1.79554
O -3.21170 -3.03674 4.32215
O -0.49534 2.70696 -2.24287
O -1.17028 -1.21026 1.24304
O -1.61241 5.16497 -0.30805
O -4.08542 2.48113 -0.33914
O 3.63934 -1.47525 1.64631
O -4.91310 -2.90943 0.53381
O -2.42139 -3.08023 1.41060
O 5.51288 -0.58508 -3.48748
O 1.07939 -0.46437 0.63726
O -0.74058 0.88387 0.18093
C 1.48751 0.77272 0.78266
C -1.41253 -2.42504 -0.74892
C 0.26404 1.66107 0.42117
C 4.33695 -0.85785 -3.17610
C 3.85291 -1.13912 -1.76946
C 0.14381 -1.81885 -4.22541
C -1.77922 -2.27248 0.74867
C -0.02604 -0.28444 -3.72971
B 2.04528 -1.15420 -3.09920
B -0.37550 -0.54123 0.23685
H -3.43106 -3.01775 3.39063
H -2.46987 -2.43770 4.40628
H 4.30143 1.18606 2.34073
H -4.37602 3.28128 0.09851
H -0.82595 -4.17615 -2.66472
H -0.49159 1.75821 -2.36978
H 2.21620 2.66206 3.20944
H 1.42081 5.81398 1.37763
H -5.49548 -2.68855 1.26064
H -4.64462 -4.25030 -0.88513
H 2.64524 3.79347 -2.02078
H 1.33367 4.15085 -1.35447
H -3.27840 -4.33380 -1.53194
H -3.39462 2.13566 0.22625
H 2.16169 2.58974 4.72063
H 3.30195 -0.62078 1.37742
H -2.39155 0.83166 1.89792
H -1.18389 5.69729 -0.97831
H 5.50972 0.53921 2.98378
H -3.03796 2.11456 2.37566
H 4.16551 -1.77020 0.90309
H -1.09032 4.36370 -0.26789
H -1.38234 2.90545 -1.94277
H -0.23519 -1.75160 4.69986
H -4.05287 -3.01680 0.93964
H 1.62449 4.67619 2.35531
H -0.70068 -5.21211 -3.76152
H -0.95054 -1.50904 3.38786
```

## Properties
LUMO (spin up / spin down)   5.8 / 5.8 eV
Orbital gap (spin up / spin down)   3.292 / 7.311 eV
<S²>   0.7528
Energy   -2629.066514 Eh
Strongest force on any atom   0.117 hartree/bohr
2S+1   2
Charge   -3
HOMO (spin up / spin down)   2.5 / -1.5 eV